# 1
{"formula": "C61H159N9O19", "method": "wB97M-V/def2-TZVPD", "orbital_gap_ev": [7.2, 1.9], "lumo_energy_ev": [-2.714, -8.017], "total_charge": 1, "multiplicity": 2, "s2": 0.754, "symbols": ["C", "C", "C", "O", "H", "H", "H", "H", "H", "H", "H", "H", "C", "C", "C", "O", "H", "H", "H", "H", "H", "H", "H", "H", "C", "C", "C", "O", "H", "H", "H", "H", "H", "H", "H", "H", "C", "C", "C", "O", "H", "H", "H", "H", "H", "H", "H", "H", "C", "C", "C", "O", "H", "H", "H", "H", "H", "H", "H", "H", "C", "O", "C", "C", "N", "C", "C", "O", "C", "H", "H", "H", "H", "H", "H", "H", "H", "H", "H", "H", "H", "H", "H", "H", "C", "O", "C", "C", "N", "C", "C", "O", "C", "H", "H", "H", "H", "H", "H", "H", "H", "H", "H", "H", "H", "H", "H", "H", "C", "O", "C", "C", "N", "C", "C", "O", "C", "H", "H", "H", "H", "H", "H", "H", "H", "H", "H", "H", "H", "H", "H", "H", "C", "O", "C", "C", "N", "C", "C", "O", "C", "H", "H", "H", "H", "H", "H", "H", "H", "H", "H", "H", "H", "H", "H", "H", "C", "O", "C", "C", "N", "C", "C", "O", "C", "H", "H", "H", "H", "H", "H", "H", "H", "H", "H", "H", "H", "H", "H", "H", "C", "C", "C", "O", "C", "N", "H", "H", "H", "H", "H", "H", "H", "H", "H", "H", "H", "C", "C", "C", "O", "C", "N", "H", "H", "H", "H", "H", "H", "H", "H", "H", "H", "H", "C", "C", "C", "O", "C", "N", "H", "H", "H", "H", "H", "H", "H", "H", "H", "H", "H", "C", "C", "C", "O", "C", "N", "H", "H", "H", "H", "H", "H", "H", "H", "H", "H", "H"], "xyz": [[4.907, -4.391, -2.653], [4.217, -3.108, -3.014], [4.126, -2.058, -1.971], [4.801, -2.626, -4.192], [4.761, -5.153, -3.418], [4.462, -4.723, -1.715], [5.972, -4.284, -2.446], [3.150, -3.281, -3.152], [3.513, -1.234, -2.336], [5.060, -1.587, -1.663], [3.535, -2.398, -1.121], [5.737, -2.789, -4.055], [-1.114, 6.545, 0.140], [-0.093, 5.676, -0.574], [0.957, 5.219, 0.391], [-0.728, 4.522, -1.204], [-0.722, 7.486, 0.527], [-1.687, 6.103, 0.954], [-1.863, 6.797, -0.611], [0.367, 6.240, -1.386], [1.483, 6.100, 0.760], [1.711, 4.643, -0.144], [0.611, 4.547, 1.176], [-1.175, 4.728, -2.029], [-0.499, -5.442, -1.291], [0.963, -5.054, -1.291], [1.201, -4.244, 0.035], [1.795, -6.142, -1.308], [-0.696, -5.867, -2.275], [-1.139, -4.565, -1.191], [-0.818, -6.182, -0.557], [1.208, -4.402, -2.129], [2.275, -4.060, 0.031], [0.965, -4.886, 0.884], [0.643, -3.310, 0.109], [1.316, -6.810, -1.805], [4.699, 4.598, 4.760], [3.465, 3.842, 4.291], [2.504, 4.745, 3.469], [3.829, 2.769, 3.476], [5.414, 3.900, 5.197], [4.479, 5.363, 5.504], [5.154, 5.108, 3.911], [2.884, 3.552, 5.167], [2.281, 5.679, 3.986], [1.525, 4.293, 3.307], [3.062, 4.928, 2.551], [3.023, 2.250, 3.430], [-5.262, 2.768, -1.393], [-4.356, 3.098, -0.192], [-4.201, 4.625, -0.043], [-5.068, 2.564, 0.916], [-5.522, 1.717, -1.514], [-4.746, 3.031, -2.316], [-6.183, 3.342, -1.495], [-3.429, 2.553, -0.370], [-5.199, 5.060, -0.010], [-3.677, 5.067, -0.891], [-3.700, 4.873, 0.893], [-6.000, 2.790, 0.874], [-3.134, -1.042, 5.242], [-3.471, -1.091, 6.594], [-2.354, -0.783, 7.467], [-2.731, -1.034, 8.956], [-3.747, -0.132, 9.471], [-4.036, -0.471, 10.839], [-5.040, 0.457, 11.489], [-5.415, 0.143, 12.868], [-6.361, 1.032, 13.435], [-2.702, -0.088, 4.941], [-4.011, -1.374, 4.688], [-2.376, -1.806, 5.070], [-1.999, 0.240, 7.340], [-1.520, -1.468, 7.315], [-1.797, -1.057, 9.517], [-3.200, -2.018, 8.984], [-4.582, -0.336, 8.941], [-3.119, -0.482, 11.428], [-4.404, -1.497, 10.878], [-5.959, 0.577, 10.916], [-4.472, 1.387, 11.537], [-6.048, 2.068, 13.307], [-6.486, 0.867, 14.505], [-7.359, 0.874, 13.026], [-3.903, -0.994, -11.124], [-4.506, -1.006, -9.874], [-5.266, -2.166, -9.609], [-6.060, -2.142, -8.283], [-5.172, -2.152, -7.097], [-5.946, -1.963, -5.856], [-5.071, -1.659, -4.677], [-5.928, -1.363, -3.509], [-5.131, -1.201, -2.364], [-3.398, -1.928, -11.371], [-3.170, -0.198, -11.260], [-4.612, -0.883, -11.944], [-4.539, -2.975, -9.679], [-5.861, -2.447, -10.478], [-6.701, -3.023, -8.317], [-6.738, -1.290, -8.253], [-4.352, -1.570, -7.194], [-6.519, -2.857, -5.611], [-6.651, -1.145, -6.007], [-4.530, -0.738, -4.891], [-4.347, -2.440, -4.447], [-4.676, -0.216, -2.261], [-4.242, -1.826, -2.292], [-5.633, -1.579, -1.473], [4.806, 3.952, -2.019], [4.705, 3.197, -3.238], [5.064, 1.865, -3.056], [5.201, 1.176, -4.408], [6.277, 1.794, -5.235], [6.203, 1.168, -6.541], [7.049, 1.981, -7.598], [6.752, 3.362, -7.646], [7.575, 4.103, -8.490], [4.236, 3.482, -1.218], [4.498, 4.994, -2.095], [5.847, 4.027, -1.704], [4.407, 1.292, -2.403], [6.006, 1.904, -2.509], [4.251, 1.284, -4.930], [5.488, 0.138, -4.236], [6.120, 2.789, -5.309], [5.158, 1.026, -6.817], [6.693, 0.208, -6.383], [6.865, 1.578, -8.594], [8.104, 1.858, -7.353], [8.482, 4.368, -7.947], [7.045, 5.038, -8.676], [7.829, 3.589, -9.417], [-3.323, -0.462, 1.423], [-3.221, -1.233, 0.192], [-1.952, -1.622, -0.117], [-1.171, -0.466, -0.646], [0.221, -0.875, -0.880], [0.902, 0.233, -1.547], [1.171, 1.434, -0.599], [1.797, 1.147, 0.639], [3.224, 0.746, 0.565], [-4.400, -0.302, 1.486], [-2.931, 0.555, 1.394], [-2.924, -1.012, 2.275], [-2.024, -2.390, -0.886], [-1.476, -2.085, 0.748], [-1.259, 0.328, 0.096], [-1.751, -0.065, -1.477], [0.755, -1.024, -0.036], [0.252, 0.632, -2.326], [1.841, 0.010, -2.055], [0.252, 1.960, -0.337], [1.785, 2.136, -1.162], [3.687, 0.590, 1.540], [3.868, 1.514, 0.137], [3.337, -0.234, 0.102], [4.345, 3.040, 7.979], [2.947, 2.992, 7.967], [2.360, 1.790, 7.560], [0.810, 1.904, 7.319], [0.412, 2.714, 6.199], [-1.039, 2.688, 6.001], [-1.496, 3.300, 4.702], [-0.948, 2.524, 3.607], [-1.525, 2.864, 2.353], [4.744, 4.042, 8.138], [4.754, 2.666, 7.041], [4.784, 2.479, 8.805], [2.563, 1.100, 8.379], [2.875, 1.355, 6.703], [0.446, 2.415, 8.210], [0.365, 0.909, 7.344], [0.832, 2.302, 5.379], [-1.339, 3.307, 6.847], [-1.449, 1.702, 6.220], [-1.072, 4.300, 4.612], [-2.581, 3.406, 4.673], [-2.577, 2.615, 2.211], [-1.040, 2.376, 1.508], [-1.463, 3.946, 2.236], [1.481, 4.078, -4.742], [1.211, 2.585, -4.762], [-0.301, 2.205, -4.959], [-0.962, 2.534, -3.775], [-2.215, 1.895, -3.781], [2.061, 2.018, -5.793], [2.509, 4.327, -4.477], [0.880, 4.531, -3.954], [1.244, 4.552, -5.694], [1.517, 2.173, -3.801], [-0.379, 1.147, -5.211], [-0.705, 2.778, -5.794], [-2.599, 1.875, -2.761], [-2.185, 0.859, -4.119], [-2.872, 2.450, -4.452], [2.966, 2.455, -5.685], [2.085, 1.019, -5.650], [-0.079, -0.664, 3.577], [1.247, -0.117, 4.029], [2.447, -1.020, 3.634], [2.231, -2.317, 4.207], [3.273, -3.263, 3.830], [1.404, 1.197, 3.442], [-0.206, -1.628, 4.070], [-0.204, -0.742, 2.498], [-0.822, 0.032, 3.967], [1.262, -0.095, 5.119], [3.424, -0.772, 4.047], [2.591, -1.090, 2.556], [4.301, -2.964, 4.035], [3.230, -3.636, 2.807], [3.241, -4.182, 4.415], [0.591, 1.796, 3.479], [1.599, 1.070, 2.459], [2.132, -3.133, -6.390], [1.716, -1.681, -5.946], [0.852, -1.619, -4.616], [-0.147, -2.637, -4.769], [-1.080, -2.779, -3.731], [2.939, -0.944, -5.849], [2.856, -3.155, -7.205], [1.306, -3.801, -6.630], [2.630, -3.679, -5.589], [1.080, -1.223, -6.703], [0.335, -0.662, -4.551], [1.458, -1.712, -3.715], [-0.680, -2.679, -2.722], [-1.508, -3.780, -3.788], [-1.918, -2.099, -3.885], [3.517, -1.194, -6.638], [3.436, -1.211, -5.011], [-0.308, -8.074, 1.614], [-1.710, -8.358, 2.193], [-2.712, -7.278, 1.864], [-2.216, -6.004, 2.263], [-3.079, -4.891, 2.038], [-2.096, -9.693, 1.638], [-0.212, -8.176, 0.533], [0.441, -8.609, 2.198], [0.018, -7.058, 1.835], [-1.601, -8.313, 3.277], [-3.683, -7.464, 2.325], [-2.890, -7.276, 0.788], [-2.629, -3.939, 2.319], [-4.022, -4.921, 2.583], [-3.205, -4.817, 0.958], [-2.886, -10.055, 2.153], [-1.332, -10.326, 1.825]], "lowdin_charge": [-0.032, -0.535, -0.058, -0.051, 0.093, 0.080, 0.090, 0.115, 0.048, 0.096, 0.072, 0.097, -0.061, -0.456, -0.059, -0.074, 0.085, 0.061, 0.070, 0.136, 0.092, 0.072, 0.063, 0.070, -0.051, -0.510, -0.021, -0.015, 0.080, 0.060, 0.067, 0.118, 0.057, 0.076, 0.049, 0.094, -0.054, -0.512, -0.045, -0.062, 0.067, 0.082, 0.077, 0.108, 0.081, 0.051, 0.076, 0.016, -0.068, -0.458, -0.037, -0.065, 0.060, 0.062, 0.084, 0.123, 0.083, 0.070, 0.068, 0.091, -0.134, -0.183, -0.181, -0.203, -0.066, -0.245, -0.190, -0.199, -0.127, 0.069, 0.091, 0.075, 0.086, 0.118, 0.123, 0.117, 0.111, 0.126, 0.117, 0.121, 0.119, 0.083, 0.084, 0.081, -0.113, -0.178, -0.206, -0.075, 0.238, -0.109, -0.180, -0.150, -0.116, 0.093, 0.103, 0.096, 0.129, 0.135, 0.151, 0.156, 0.175, 0.161, 0.162, 0.126, 0.123, 0.076, 0.071, 0.106, -0.077, -0.189, -0.245, -0.190, -0.050, -0.199, -0.197, -0.202, -0.122, 0.066, 0.088, 0.089, 0.098, 0.122, 0.071, 0.109, 0.098, 0.099, 0.114, 0.114, 0.118, 0.088, 0.090, 0.087, -0.037, -0.186, -0.287, -0.195, -0.005, -0.196, -0.193, -0.224, -0.031, 0.095, 0.057, 0.077, 0.102, 0.114, 0.098, 0.119, 0.093, 0.096, 0.084, 0.100, 0.112, 0.076, 0.080, 0.069, -0.119, -0.183, -0.209, -0.195, -0.038, -0.193, -0.157, -0.244, -0.080, 0.091, 0.075, 0.084, 0.119, 0.111, 0.122, 0.100, 0.062, 0.130, 0.082, 0.126, 0.129, 0.073, 0.078, 0.079, -0.048, -0.418, -0.199, -0.181, -0.119, 0.053, 0.070, 0.066, 0.086, 0.117, 0.094, 0.129, 0.070, 0.068, 0.093, 0.053, 0.017, -0.043, -0.378, -0.168, -0.187, -0.091, 0.066, 0.079, 0.075, 0.054, 0.129, 0.125, 0.104, 0.082, 0.072, 0.082, 0.035, 0.041, -0.045, -0.374, -0.139, -0.187, -0.115, 0.037, 0.075, 0.063, 0.063, 0.127, 0.092, 0.103, 0.062, 0.086, 0.063, 0.084, 0.047, -0.066, -0.410, -0.216, -0.199, -0.092, 0.039, 0.073, 0.079, 0.060, 0.134, 0.124, 0.119, 0.073, 0.088, 0.079, 0.063, 0.064]}

# 2
{"formula": "C25H32N3O2", "method": "wB97M-V/def2-TZVPD", "orbital_gap_ev": 5.9, "lumo_energy_ev": -4.661, "total_charge": 1, "relative_energy_kcal_mol": 34.4, "symbols": ["C", "N", "C", "C", "C", "C", "C", "N", "C", "C", "C", "C", "C", "C", "C", "C", "C", "C", "C", "C", "C", "H", "H", "H", "H", "H", "H", "H", "H", "H", "H", "H", "H", "H", "H", "H", "H", "H", "C", "O", "C", "C", "N", "C", "C", "O", "C", "H", "H", "H", "H", "H", "H", "H", "H", "H", "H", "H", "H", "H", "H", "H"], "xyz": [[4.963, 1.897, -1.911], [3.624, 1.313, -1.949], [2.486, 1.969, -2.340], [1.384, 1.117, -2.214], [0.038, 1.499, -2.435], [-1.090, 0.625, -2.470], [-1.151, -0.678, -2.978], [-2.370, -1.234, -2.681], [-2.760, -2.613, -2.970], [-3.140, -0.291, -1.977], [-2.377, 0.885, -1.865], [-2.871, 1.989, -1.159], [-4.115, 1.902, -0.584], [-4.875, 0.734, -0.696], [-4.404, -0.359, -1.383], [1.892, -0.134, -1.690], [3.285, 0.013, -1.544], [4.057, -1.038, -1.040], [3.432, -2.203, -0.671], [2.045, -2.337, -0.782], [1.273, -1.322, -1.282], [5.686, 1.176, -1.532], [5.261, 2.201, -2.914], [4.966, 2.772, -1.262], [2.466, 2.988, -2.683], [-0.155, 2.557, -2.510], [-0.362, -1.171, -3.520], [-3.763, -2.813, -2.600], [-2.739, -2.783, -4.045], [-2.069, -3.308, -2.494], [-2.272, 2.878, -1.065], [-4.501, 2.736, -0.023], [-5.839, 0.688, -0.217], [-4.985, -1.259, -1.451], [5.122, -0.936, -0.953], [4.011, -3.030, -0.294], [1.569, -3.248, -0.462], [0.206, -1.428, -1.353], [-3.107, 2.331, 4.010], [-1.768, 2.060, 3.665], [-1.581, 1.913, 2.265], [-0.143, 1.571, 1.919], [0.277, 0.316, 2.531], [1.656, -0.090, 2.309], [1.916, -1.464, 2.897], [1.087, -2.454, 2.304], [1.273, -3.725, 2.881], [-3.185, 2.389, 5.096], [-3.416, 3.282, 3.576], [-3.749, 1.530, 3.646], [-2.251, 1.120, 1.919], [-1.892, 2.845, 1.780], [-0.001, 1.524, 0.833], [0.514, 2.359, 2.293], [-0.355, -0.443, 2.262], [1.866, -0.096, 1.236], [2.317, 0.658, 2.760], [2.961, -1.761, 2.763], [1.703, -1.456, 3.970], [0.593, -4.434, 2.409], [2.301, -4.054, 2.728], [1.055, -3.677, 3.948]], "lowdin_charge": [0.020, -0.043, 0.063, -0.138, 0.122, -0.143, 0.017, -0.046, 0.019, -0.140, -0.116, -0.022, -0.074, -0.063, 0.000, -0.110, -0.146, 0.004, -0.056, -0.063, -0.019, 0.091, 0.104, 0.104, 0.151, 0.131, 0.152, 0.090, 0.102, 0.099, 0.113, 0.111, 0.112, 0.106, 0.108, 0.115, 0.111, 0.095, -0.109, -0.185, -0.235, -0.201, -0.055, -0.200, -0.217, -0.219, -0.107, 0.093, 0.084, 0.084, 0.114, 0.116, 0.100, 0.125, 0.117, 0.094, 0.128, 0.121, 0.127, 0.090, 0.086, 0.090]}